Computed, not measured: a molecular structure, C51H74N3O2SSe2SiW, with the ωB97M-V functional and the def2-TZVPD basis.

Last column: Mulliken charge in e.
Positions of all 135 atoms, in Å:
1 W -0.1306 -0.3748 -0.2982  -1.05
2 C 3.6031 6.2680 -0.4782  -1.99
3 C 4.4817 5.0561 -0.7870  1.85
4 C 5.6065 4.9832 0.2575  -1.52
5 C 5.0861 5.2267 -2.1896  -1.60
6 C 3.6897 3.7535 -0.7486  -0.31
7 C 2.3283 3.7146 -0.4582  -0.61
8 C 1.6877 2.4905 -0.4237  0.57
9 Se -0.1631 2.3359 0.0343  0.65
10 C -0.0099 2.1151 1.9452  0.21
11 C 0.1456 3.2007 2.7717  -1.18
12 C 0.3228 2.9955 4.1455  -0.58
13 C 0.3119 1.6854 4.6158  -0.11
14 C 0.1326 0.5540 3.8116  -1.07
15 C -0.0175 0.8227 2.4608  0.91
16 O -0.1826 -0.1880 1.5065  0.24
17 C 0.0738 -0.8628 4.3885  2.57
18 C -1.3096 -1.4667 4.0942  -1.39
19 C 1.1814 -1.7290 3.7727  -1.39
20 C 0.2787 -0.8608 5.9049  -2.40
21 C 0.5207 4.2009 5.0584  1.98
22 C 0.6887 3.7927 6.5217  -2.17
23 C -0.7052 5.1195 4.9377  -1.59
24 C 1.7817 4.9556 4.6079  -1.62
25 C 2.3621 1.3105 -0.6985  -0.09
26 O 1.6205 0.1437 -0.6495  1.47
27 C 3.7242 1.2941 -1.0033  -0.25
28 C 4.3400 2.5423 -1.0064  -0.55
29 C 4.4862 -0.0033 -1.2834  1.93
30 C 5.9514 0.2685 -1.6318  -2.30
31 C 3.8542 -0.7491 -2.4693  -1.24
32 C 4.4532 -0.8820 -0.0222  -1.27
33 H 4.2114 7.1706 -0.5167  0.44
34 H 2.7993 6.3891 -1.2080  0.39
35 H 3.1696 6.2134 0.5235  0.30
36 H 6.1691 5.9169 0.2537  0.48
37 H 5.2039 4.8350 1.2615  0.33
38 H 6.3104 4.1769 0.0472  0.34
39 H 5.6409 6.1639 -2.2367  0.48
40 H 5.7807 4.4226 -2.4363  0.34
41 H 4.3078 5.2566 -2.9544  0.36
42 H 1.7800 4.6226 -0.2489  0.67
43 H 0.1428 4.2031 2.3624  0.53
44 H 0.4425 1.5277 5.6742  0.83
45 H -1.5127 -1.5323 3.0218  0.11
46 H -1.3688 -2.4724 4.5137  0.46
47 H -2.0988 -0.8672 4.5500  0.43
48 H 1.0703 -1.8511 2.6934  -0.03
49 H 2.1655 -1.2993 3.9692  0.37
50 H 1.1539 -2.7215 4.2253  0.53
51 H -0.5003 -0.3005 6.4231  0.47
52 H 0.2346 -1.8881 6.2672  0.45
53 H 1.2515 -0.4551 6.1860  0.47
54 H -0.1913 3.2719 6.9045  0.46
55 H 1.5679 3.1629 6.6735  0.43
56 H 0.8235 4.6877 7.1278  0.44
57 H -1.6192 4.5983 5.2271  0.38
58 H -0.5839 5.9782 5.5980  0.46
59 H -0.8344 5.5034 3.9241  0.32
60 H 2.6654 4.3172 4.6658  0.36
61 H 1.6916 5.3302 3.5861  0.35
62 H 1.9437 5.8160 5.2573  0.48
63 H 5.3946 2.5834 -1.2338  0.67
64 H 6.0512 0.8738 -2.5342  0.45
65 H 6.4809 0.7622 -0.8161  0.44
66 H 6.4546 -0.6805 -1.8169  0.44
67 H 3.8230 -0.1143 -3.3579  0.34
68 H 4.4589 -1.6231 -2.7157  0.54
69 H 2.8446 -1.1014 -2.2483  -0.13
70 H 4.9157 -0.3674 0.8213  0.36
71 H 3.4352 -1.1553 0.2623  -0.11
72 H 5.0176 -1.7996 -0.2024  0.50
73 C -5.2650 -1.1456 -2.6098  -1.02
74 Si -4.7201 0.4978 -3.3033  0.33
75 C -5.2728 0.7425 -5.0572  -1.13
76 C -5.1719 1.9300 -2.2026  -1.03
77 C -2.7852 0.4369 -3.3523  0.19
78 C -2.0521 0.6612 -4.5259  0.20
79 C -0.6552 0.6393 -4.5676  -1.34
80 C 0.0432 0.3750 -3.4163  -0.28
81 N -0.6404 0.1259 -2.2807  0.02
82 C -1.9943 0.1786 -2.2504  0.13
83 S -2.4685 -0.0960 -0.5612  -0.38
84 H -6.3546 -1.2139 -2.6512  0.46
85 H -4.9769 -1.2819 -1.5649  0.26
86 H -4.8649 -1.9781 -3.1924  0.33
87 H -6.3648 0.7513 -5.0861  0.36
88 H -4.9446 -0.0632 -5.7172  0.36
89 H -4.9379 1.6952 -5.4727  0.36
90 H -6.2580 2.0465 -2.1855  0.40
91 H -4.7508 2.8661 -2.5741  0.35
92 H -4.8469 1.7911 -1.1696  0.32
93 H -2.5890 0.8716 -5.4437  0.52
94 H -0.1239 0.8270 -5.4899  0.52
95 H 1.1236 0.3371 -3.3594  0.54
96 C 2.7829 -4.9785 -2.6338  -1.14
97 C 2.2681 -5.8293 -1.4783  0.53
98 C 2.9817 -5.5452 -0.1580  -0.93
99 C 2.5719 -4.2290 0.4976  -0.66
100 N 1.1890 -4.2777 0.9994  1.06
101 C 0.0947 -3.7244 0.4705  -0.44
102 Se 0.0718 -2.7275 -1.1551  -0.37
103 N -0.9904 -4.0708 1.1726  1.27
104 C -2.3947 -3.7429 0.8677  -0.90
105 C -2.9933 -4.5154 -0.3018  -0.44
106 C -2.9290 -6.0404 -0.1938  -0.81
107 C -1.5739 -6.6513 -0.5538  -0.76
108 C -0.5785 -4.8846 2.2228  1.20
109 C -1.2930 -5.5183 3.2390  -0.89
110 C -0.5572 -6.2750 4.1237  -0.97
111 C 0.8406 -6.4054 4.0092  -0.99
112 C 1.5463 -5.7863 3.0025  -0.94
113 C 0.8011 -5.0214 2.1063  0.12
114 H 2.2833 -5.2372 -3.5671  0.42
115 H 3.8529 -5.1356 -2.7794  0.39
116 H 2.6293 -3.9097 -2.4628  -0.04
117 H 2.3927 -6.8842 -1.7240  0.43
118 H 1.1868 -5.6935 -1.3524  -0.53
119 H 4.0597 -5.4908 -0.3294  0.56
120 H 2.8263 -6.3615 0.5500  0.47
121 H 2.6430 -3.3922 -0.1963  -0.28
122 H 3.2011 -3.9982 1.3581  0.44
123 H -2.4633 -2.6656 0.7068  -0.26
124 H -2.9466 -3.9616 1.7802  0.79
125 H -2.5345 -4.1963 -1.2426  0.10
126 H -4.0366 -4.1933 -0.3499  0.53
127 H -3.6800 -6.4467 -0.8718  0.47
128 H -3.2386 -6.3529 0.8081  0.28
129 H -1.1764 -6.1992 -1.4676  0.21
130 H -1.6737 -7.7185 -0.7458  0.51
131 H -0.8290 -6.5444 0.2373  0.01
132 H -2.3668 -5.4368 3.3323  0.52
133 H -1.0656 -6.7931 4.9252  0.52
134 H 1.3691 -7.0160 4.7283  0.50
135 H 2.6180 -5.8984 2.9139  0.53

As for the total energy: -213865.868 eV. As for the total charge: +3. The value obtained for the max |F| is 0.6 eV Å⁻¹. The LUMO energy is -10.3559 eV. The calculation puts the frontier orbital gap at 5.439 eV.